Entry 1:
{
  "formula": "C20H37F7N6O8S2",
  "method": "wB97M-V/def2-TZVPD",
  "symbols": ["N", "H", "H", "H", "H", "C", "F", "F", "F", "S", "O", "O", "N", "S", "O", "O", "C", "F", "F", "F", "C", "C", "O", "N", "C", "H", "H", "H", "H", "H", "H", "H", "C", "C", "O", "N", "C", "H", "H", "H", "H", "H", "H", "H", "C", "C", "O", "N", "C", "H", "H", "H", "H", "H", "H", "H", "C", "C", "O", "N", "C", "H", "H", "H", "H", "H", "H", "H", "F", "C", "C", "C", "C", "C", "C", "H", "H", "H", "H", "H"],
  "coordinates": [[0.1086, 0.3520, -0.3909], [-0.8967, 0.3034, -0.5963], [0.5081, -0.2110, -1.1561], [0.3759, -0.2014, 0.4262], [0.5285, 1.2840, -0.2946], [2.7067, 0.8634, -3.5104], [3.1311, 1.3201, -4.6942], [3.7234, 0.3197, -2.8756], [2.2080, 1.8661, -2.7949], [1.3021, -0.4208, -3.7737], [0.0862, 0.3838, -3.9493], [1.7265, -1.2205, -4.9136], [1.2547, -1.1740, -2.2379], [1.3616, -2.7050, -2.6103], [0.6087, -3.2565, -3.7304], [2.7178, -3.2242, -2.5174], [0.4466, -3.4636, -1.0539], [1.3178, -3.5902, -0.0297], [-0.6440, -2.7634, -0.6530], [-0.0115, -4.6558, -1.3549], [-2.8874, -0.8316, 1.9808], [-2.9523, 0.6680, 2.0509], [-2.0425, 1.2805, 2.5660], [-4.0949, 1.2800, 1.6354], [-4.2792, 2.7021, 1.5747], [-1.9110, -1.2411, 1.7238], [-3.5520, -1.2041, 1.1996], [-3.1524, -1.3031, 2.9276], [-4.8111, 0.7719, 1.1437], [-4.1097, 3.2138, 2.5213], [-5.3452, 2.8365, 1.3875], [-3.6750, 3.0630, 0.7438], [-0.2494, 4.6606, 1.2433], [-0.0440, 3.7683, 0.0234], [0.8187, 2.9097, -0.0559], [-0.8617, 4.0763, -1.0019], [-0.8723, 3.4272, -2.3282], [-1.2567, 4.9159, 1.5675], [0.2748, 5.5844, 0.9907], [0.2459, 4.2345, 2.1145], [-1.5539, 4.7950, -0.8669], [-0.9553, 2.3568, -2.1439], [0.0426, 3.5984, -2.8937], [-1.7540, 3.7467, -2.8794], [-2.6643, -1.7049, -2.7030], [-3.0015, -0.2933, -2.2439], [-2.3631, 0.2735, -1.3434], [-3.9936, 0.3325, -2.8730], [-4.5519, 1.5972, -2.4065], [-1.6186, -1.7990, -2.9963], [-3.1796, -1.9166, -3.6413], [-2.8818, -2.4874, -1.9787], [-4.3382, 0.0810, -3.7855], [-5.4301, 1.8966, -2.9768], [-3.8055, 2.3898, -2.4397], [-4.9320, 1.5679, -1.3852], [1.7416, -2.1253, 3.6314], [0.7702, -1.0238, 3.2142], [0.8441, -0.4919, 2.0996], [-0.1844, -0.6031, 4.0393], [-0.5562, -1.1022, 5.3715], [1.9510, -2.7348, 2.7532], [1.3897, -2.7573, 4.4439], [2.6753, -1.6109, 3.8607], [-0.7358, 0.1987, 3.7604], [-1.6264, -1.0103, 5.5487], [-0.0339, -0.5971, 6.1851], [-0.2571, -2.1486, 5.4185], [6.3795, -4.3416, 1.2219], [5.8631, -3.1222, 0.9833], [4.4835, -3.0215, 0.8472], [3.8596, -1.8288, 0.4417], [4.6806, -0.7263, 0.2335], [6.0579, -0.7584, 0.5503], [6.6423, -1.9758, 0.8848], [3.8462, -3.8328, 1.1724], [2.7897, -1.7459, 0.3321], [4.2764, 0.2304, -0.0678], [6.6062, 0.1495, 0.3460], [7.7146, -2.0732, 0.9876]],
  "forces_ev_per_a": [[0.36, -1.01, 0.16], [-0.08, 0.39, 0.36], [0.26, 0.41, -0.21], [-0.35, 0.27, 0.60], [-0.30, 0.14, -0.20], [-0.75, -0.71, -0.42], [-0.36, -0.12, 0.42], [0.20, -0.07, 0.17], [0.14, 0.19, 0.09], [-0.73, 1.39, -0.95], [1.44, -0.84, 0.65], [-0.07, 1.03, 1.73], [0.16, 0.67, -3.73], [0.97, -4.52, 0.59], [-0.26, 1.11, 1.43], [-1.16, 0.75, 0.36], [0.54, 0.61, -0.49], [-0.66, 0.29, -0.25], [0.71, 0.36, 0.17], [0.15, -0.70, -0.31], [-0.53, -0.79, -0.83], [-0.31, -0.52, 0.29], [0.59, 1.02, 0.30], [-0.11, -0.82, 0.14], [-0.41, -0.02, -0.04], [0.24, 0.59, 0.04], [-0.22, -0.11, 0.14], [-0.21, 0.25, 0.08], [0.38, -0.45, 0.14], [0.54, -0.11, -0.10], [0.09, 0.28, -0.33], [-0.01, 0.68, 0.17], [0.86, -0.07, 0.26], [-0.89, 0.55, 0.15], [0.30, 0.20, 0.17], [-0.53, 0.24, -0.92], [0.24, -0.57, 1.05], [-0.22, -0.22, -0.55], [-0.04, 0.15, 0.18], [0.10, -0.14, -0.19], [0.20, -0.01, 0.20], [0.00, -0.09, -0.36], [-0.07, 0.19, 0.03], [0.13, 0.15, 0.02], [0.03, 0.39, -1.06], [1.64, -0.67, 0.37], [-1.29, -0.27, -0.21], [-1.63, 1.10, -0.28], [0.23, 0.44, 0.32], [0.15, 0.27, 0.41], [-0.34, -0.15, 0.16], [-0.14, 0.28, 0.17], [0.28, -0.74, 0.25], [0.26, -0.23, -0.45], [-0.01, 0.08, -0.06], [0.33, -0.42, 0.18], [-0.38, 0.52, -0.55], [0.08, -0.17, -0.83], [0.54, -0.46, 0.28], [-1.08, 0.20, 1.97], [0.95, -0.46, -0.43], [-0.11, 0.01, 0.01], [0.20, 0.16, 0.05], [0.04, -0.16, 0.32], [0.15, 0.06, -0.75], [0.01, -0.02, -0.25], [0.03, 0.21, -0.08], [-0.34, -0.03, 0.22], [0.33, 0.27, 0.21], [-1.21, 1.00, -0.21], [-0.78, 0.25, 0.26], [1.50, -0.12, 0.30], [0.58, 0.39, 0.71], [-1.47, -0.71, -0.97], [0.66, -0.35, -0.19], [0.16, -0.40, -0.41], [0.03, -0.14, -0.01], [-0.21, -0.05, -0.11], [0.39, -0.14, 0.32], [0.07, 0.07, 0.13]],
  "charge": 0,
  "fmax_ev_per_a": 4.7,
  "e_above_lowest_ev": 1.2927,
  "homo_ev": -8.6,
  "orbital_gap_ev": 8.63
}


Entry 2:
{
  "formula": "C20H37INO6P2",
  "method": "wB97M-V/def2-TZVPD",
  "symbols": ["C", "C", "I", "C", "C", "N", "C", "P", "C", "C", "C", "C", "C", "C", "C", "C", "C", "O", "O", "H", "H", "H", "H", "H", "H", "H", "H", "H", "H", "H", "H", "H", "H", "H", "H", "H", "H", "H", "H", "H", "H", "O", "P", "O", "C", "C", "O", "C", "C", "O", "C", "C", "H", "H", "H", "H", "H", "H", "H", "H", "H", "H", "H", "H", "H", "H", "H"],
  "coordinates": [[1.0831, 6.1129, 3.0824], [0.4224, 5.8724, 1.5666], [0.2800, 7.9023, 0.6728], [1.4146, 4.9349, 0.6591], [0.6732, 3.7265, -0.1633], [-0.8138, 3.5581, -0.3824], [-1.4554, 2.3948, -1.1669], [-3.4027, 2.4306, -1.2181], [-3.8624, 2.8562, 0.6264], [-3.8804, 0.5573, -1.3892], [-0.5442, 1.2311, -1.8881], [1.0895, 1.3236, -1.7075], [1.6841, 2.5671, -0.8202], [3.3208, 2.6843, -0.5616], [4.1672, 1.3670, -1.0476], [3.8603, -0.0057, -0.1983], [3.8675, 0.1787, 1.4334], [3.0129, -0.5961, 2.1321], [4.7411, 1.0760, 2.2089], [0.5185, 5.3987, 3.8206], [0.9476, 7.2405, 3.3987], [2.2442, 5.8999, 3.1080], [-0.6639, 5.4613, 1.7079], [1.9164, 5.6604, -0.1424], [2.2716, 4.5520, 1.3621], [-1.4457, 4.2964, 0.0377], [-4.9775, 2.6048, 0.8854], [-3.5599, 3.9752, 0.8229], [-3.1049, 2.1988, 1.2732], [-3.6348, 0.0875, -0.3210], [-3.1823, 0.0285, -2.1982], [-5.0293, 0.4151, -1.6226], [-1.0423, 0.3308, -2.4921], [1.7517, 0.4868, -2.1971], [3.6599, 3.6615, -1.1364], [3.4901, 2.8630, 0.6065], [3.8423, 1.1559, -2.1753], [5.3061, 1.6373, -1.0524], [4.6729, -0.8144, -0.5178], [2.8136, -0.5120, -0.4682], [4.3108, 1.1062, 3.1319], [-0.0159, -5.3139, 0.6757], [-0.8932, -4.4576, -0.2700], [-1.4894, -3.4881, 0.9333], [-0.6400, -2.4821, 1.4626], [-0.3410, -1.3985, 0.4481], [-2.1464, -5.5634, -0.3108], [-1.8882, -6.9110, 0.0808], [-1.9919, -7.0925, 1.5936], [-1.8734, -3.5009, -1.3267], [-1.2519, -2.8903, -2.4475], [-0.2272, -3.7513, -3.1607], [0.2835, -2.9347, 1.8355], [-1.1588, -2.0404, 2.3188], [0.3429, -1.7797, -0.3170], [0.1433, -0.5475, 0.9342], [-1.2531, -1.0587, -0.0341], [-0.9074, -7.2320, -0.2942], [-2.6232, -7.5570, -0.4085], [-1.5443, -6.2704, 2.1601], [-1.5110, -8.0247, 1.9047], [-3.0405, -7.1263, 1.8976], [-0.7932, -1.9503, -2.1374], [-2.0467, -2.6226, -3.1518], [0.5039, -4.1846, -2.4738], [0.3179, -3.1509, -3.8968], [-0.7175, -4.5766, -3.6859]],
  "forces_ev_per_a": [[-0.23, 0.13, -0.17], [0.73, -0.32, 1.30], [-0.17, -1.12, 0.15], [-0.85, 0.66, -0.56], [0.46, -3.60, -2.06], [3.09, -2.30, -1.25], [3.18, -1.16, 0.29], [0.10, -0.39, 0.14], [1.75, -0.60, 0.75], [0.85, -0.90, 1.09], [2.08, 3.27, 2.39], [-3.45, 3.14, 1.86], [-2.70, -0.72, -0.59], [-0.93, 0.29, 0.40], [-0.76, 0.15, -0.72], [0.65, 0.13, 0.02], [-3.56, -3.58, 4.29], [5.04, 4.93, -4.22], [-3.06, -1.86, -1.43], [1.27, 1.42, -1.27], [0.11, -2.51, -0.52], [-2.42, 0.31, -0.20], [2.13, 0.79, -0.42], [-1.00, -1.82, 1.57], [-1.82, 0.24, -1.57], [0.99, -1.31, -0.79], [2.27, 0.65, -0.65], [-1.06, -2.10, -0.38], [-1.95, 1.33, -1.04], [-0.63, 0.67, -2.41], [-1.82, 1.20, 1.72], [2.53, 0.49, 0.34], [1.15, 2.43, 1.59], [-1.37, 2.00, 1.17], [-0.51, -2.10, 1.18], [-0.34, -0.38, -2.58], [0.94, 0.41, 2.37], [-2.25, -0.58, 0.16], [-1.61, 1.79, 0.98], [2.29, 1.37, 0.95], [0.83, -0.50, -1.88], [2.41, 2.02, -3.61], [-6.98, -2.73, 6.31], [0.65, 0.65, -0.08], [-0.11, -0.03, 0.38], [0.31, 0.10, 0.16], [0.91, 0.63, -1.41], [0.32, -0.54, 0.38], [-0.21, 0.04, 0.13], [3.31, -0.57, -1.44], [-0.23, 0.27, -0.50], [-0.33, -0.10, -0.37], [0.02, 0.07, 0.01], [-0.04, -0.19, -0.09], [0.05, 0.08, -0.10], [0.06, -0.06, -0.04], [-0.15, 0.03, -0.06], [-0.24, 0.13, 0.22], [-0.10, 0.36, -0.07], [0.14, -0.12, -0.27], [-0.08, 0.09, -0.07], [0.02, -0.08, -0.05], [0.14, 0.15, 0.09], [-0.06, -0.12, 0.12], [0.14, 0.05, 0.15], [-0.04, -0.13, 0.09], [0.11, 0.07, 0.11]],
  "charge": 1,
  "fmax_ev_per_a": 9.8,
  "e_above_lowest_ev": 13.6254,
  "homo_ev": -11.7,
  "orbital_gap_ev": 7.03
}


Entry 3:
{
  "formula": "C20H37MnN2O2P2Si",
  "method": "wB97M-V/def2-TZVPD",
  "symbols": ["Mn", "P", "C", "C", "N", "C", "C", "C", "C", "C", "P", "H", "H", "H", "H", "H", "H", "H", "H", "O", "H", "H", "O", "H", "C", "H", "H", "H", "C", "H", "H", "H", "C", "H", "H", "H", "C", "H", "H", "H", "C", "Si", "C", "C", "N", "C", "C", "C", "C", "C", "C", "H", "H", "H", "H", "H", "H", "H", "H", "H", "H", "H", "H", "H", "H"],
  "coordinates": [[-0.4849, -0.0966, -0.3007], [1.3694, -0.7232, -1.8579], [0.7678, 0.2646, -3.2926], [-0.2525, 1.3200, -2.9906], [-0.8931, 1.3132, -1.7929], [-1.8595, 2.2385, -1.5575], [-2.3643, 2.9902, -2.5999], [-1.8005, 2.9068, -3.8696], [-0.6879, 2.0946, -4.0450], [-2.3585, 2.4143, -0.1509], [-0.9522, 2.4006, 1.0771], [-0.1723, 2.0140, -5.0036], [-3.2070, 3.6471, -2.3971], [-2.2204, 3.4491, -4.7076], [-2.8565, 3.3881, -0.0542], [-3.0977, 1.6318, 0.1186], [1.6520, 0.6199, -3.7991], [0.3389, -0.4660, -3.9956], [3.7876, 3.7667, -1.8560], [3.6121, 4.7139, -1.8246], [3.3736, 4.9755, -2.7299], [2.7343, 2.6118, 2.4240], [2.4899, 1.6902, 2.5044], [2.5740, 1.2396, 1.6419], [-0.6594, 4.2261, 0.9370], [-1.6149, 4.7817, 0.9118], [-0.0869, 4.5831, 1.8042], [-0.1021, 4.4324, 0.0191], [-1.7925, 2.5946, 2.7140], [-1.0005, 2.5575, 3.4758], [-2.3005, 3.5656, 2.8145], [-2.4969, 1.7887, 2.9357], [1.3036, -2.3019, -2.7484], [1.9717, -2.2477, -3.6233], [1.5896, -3.1332, -2.0981], [0.2747, -2.4606, -3.0964], [3.1542, -0.5359, -1.5541], [3.4842, -1.3164, -0.8522], [3.7240, -0.6351, -2.4871], [3.3632, 0.4404, -1.0966], [-0.8959, -0.8674, 3.6339], [-1.6433, -1.7618, 2.1674], [-1.9757, -3.5396, 2.6236], [-3.2286, -0.9560, 1.5820], [-0.4619, -1.7036, 0.8400], [0.5474, -2.6547, 0.7412], [1.8808, -2.3256, 1.1148], [2.8706, -3.3067, 1.1041], [2.5633, -4.6119, 0.6989], [1.2638, -4.9344, 0.2841], [0.2736, -3.9644, 0.2807], [-1.6553, -0.7100, 4.4131], [-0.4679, 0.1066, 3.3622], [-0.0916, -1.4725, 4.0741], [-2.7610, -3.5946, 3.3919], [-2.3172, -4.1183, 1.7544], [-1.0795, -4.0307, 3.0269], [-3.1925, 0.1417, 1.5669], [-3.5007, -1.3141, 0.5777], [-4.0388, -1.2493, 2.2677], [2.0932, -1.3066, 1.4576], [3.8892, -3.0506, 1.4159], [3.3424, -5.3761, 0.6995], [1.0264, -5.9486, -0.0372], [-0.7447, -4.1947, -0.0381]],
  "forces_ev_per_a": [[0.42, -0.67, 1.18], [-0.17, -0.76, -0.10], [0.65, -0.34, 0.24], [-0.74, -0.71, 0.08], [0.25, 0.98, -0.53], [0.15, -0.31, -0.33], [-0.22, 0.48, -0.15], [0.15, -0.24, 0.21], [-0.16, 0.55, -0.28], [-0.60, -0.37, 0.30], [-0.73, 0.99, 0.48], [-0.22, 0.09, 0.28], [0.19, -0.06, -0.13], [0.03, 0.08, 0.10], [-0.10, -0.38, -0.16], [0.34, 0.30, -0.22], [0.15, 0.68, -0.38], [-0.04, 0.28, 0.26], [0.05, 0.17, -0.14], [-0.26, 0.01, -0.32], [0.20, -0.19, 0.45], [0.21, 0.12, -0.39], [-0.34, -0.84, -0.25], [0.08, 0.75, 0.63], [0.68, 0.08, -0.29], [0.39, -0.42, 0.04], [-0.01, -0.14, -0.33], [0.03, 0.23, 0.14], [-0.07, -0.42, 0.20], [-0.18, -0.03, -0.19], [0.11, -0.35, -0.24], [0.12, 0.07, -0.01], [0.01, -0.53, 0.11], [-0.19, -0.09, 0.28], [0.01, 0.07, -0.12], [0.25, -0.09, 0.13], [0.30, 0.51, -0.26], [-0.32, 0.19, -0.25], [-0.06, 0.06, 0.20], [0.03, -0.21, -0.14], [-0.24, 0.06, 0.22], [1.18, -0.42, -0.51], [-0.23, -0.17, 0.13], [-0.21, 0.10, -0.09], [-1.44, 1.06, 0.10], [0.88, -0.30, 0.10], [-0.64, -0.47, -0.14], [-0.02, -0.16, -0.19], [0.08, 0.06, -0.04], [0.39, 0.11, 0.05], [0.05, 0.47, 0.31], [0.20, 0.03, -0.04], [-0.08, -0.20, 0.03], [-0.15, 0.12, -0.12], [0.17, -0.02, -0.14], [0.04, 0.11, 0.22], [-0.18, 0.13, -0.12], [-0.05, -0.24, 0.04], [0.03, 0.07, 0.23], [0.16, 0.17, -0.19], [-0.11, -0.37, -0.03], [-0.38, -0.16, -0.10], [-0.25, 0.22, 0.02], [0.11, 0.23, 0.07], [0.31, 0.04, 0.09]],
  "multiplicity": 6,
  "charge": 1,
  "fmax_ev_per_a": 1.8,
  "e_above_lowest_ev": 0.0000,
  "homo_ev": [-10.2, -10.3],
  "orbital_gap_ev": [7.08, 6.92]
}